Computed, not measured: a 15-piece molecular cluster, C60H161N11O15 overall, with ωB97M-V/def2-TZVPD.

Geometry as XYZ:
```
247
Properties=species:S:1:pos:R:3:mulliken_charge:R:1
C 1.750 -1.767 -3.425 -0.98
C 2.260 -1.434 -4.793 2.71
C 3.466 -0.458 -4.944 0.21
O 3.792 -0.077 -6.237 -0.54
C 4.961 0.653 -6.345 -0.89
N 2.391 -2.680 -5.492 -0.76
H 1.475 -0.887 -2.845 -0.10
H 2.534 -2.171 -2.784 0.06
H 0.908 -2.458 -3.456 0.60
H 1.449 -0.944 -5.332 -1.92
H 4.359 -0.865 -4.469 0.53
H 3.254 0.461 -4.397 -0.54
H 5.836 0.157 -5.924 0.36
H 4.944 1.618 -5.838 0.21
H 5.181 0.948 -7.371 0.36
H 2.872 -2.433 -6.346 0.37
H 3.060 -3.252 -4.996 0.34
C -0.790 3.634 2.131 0.04
C -0.423 3.248 3.536 1.16
C 0.891 3.914 3.993 -1.49
O 1.924 3.747 3.048 -0.22
C 2.783 2.707 3.532 -0.89
N -1.553 3.589 4.408 -0.65
H 0.005 3.405 1.421 -0.34
H -0.853 4.718 2.032 0.66
H -1.667 3.070 1.813 -0.37
H -0.220 2.187 3.679 0.03
H 1.119 3.646 5.025 0.48
H 0.753 4.993 4.064 0.39
H 3.671 2.567 2.917 -0.02
H 2.247 1.760 3.601 0.42
H 3.237 2.870 4.510 0.57
H -2.188 2.803 4.415 0.24
H -1.198 3.673 5.350 0.34
C 7.347 -1.594 1.899 -1.53
C 6.906 -0.266 1.456 0.27
C 5.642 -0.182 0.594 1.41
O 5.832 -0.962 -0.614 -0.48
C 4.696 -1.006 -1.376 -0.20
N 7.001 0.559 2.667 -0.37
H 8.349 -1.575 2.328 0.39
H 7.290 -2.267 1.043 0.44
H 6.689 -1.945 2.694 0.05
H 7.651 0.088 0.743 0.38
H 5.380 0.858 0.400 -0.72
H 4.824 -0.546 1.216 -0.35
H 3.877 -1.323 -0.730 -0.07
H 4.696 -1.757 -2.166 0.35
H 4.437 -0.071 -1.873 0.18
H 7.922 0.452 3.067 0.34
H 6.996 1.557 2.511 0.06
C -6.610 0.651 2.841 -0.68
C -5.920 1.264 4.062 0.59
C -4.349 1.255 3.806 1.09
O -3.656 1.926 4.863 -0.59
C -3.398 1.128 6.038 -0.84
N -6.325 2.610 4.204 -0.89
H -7.672 0.478 3.018 0.50
H -6.112 -0.291 2.612 -0.32
H -6.610 1.322 1.983 0.06
H -6.097 0.727 4.995 0.24
H -4.096 1.753 2.870 -0.93
H -3.949 0.241 3.800 -0.12
H -4.371 0.975 6.505 0.36
H -2.756 1.509 6.832 0.40
H -3.026 0.123 5.842 0.13
H -6.404 2.987 3.270 0.23
H -5.489 3.019 4.595 0.40
C -1.977 -7.340 1.116 -1.67
C -2.683 -6.046 1.211 1.46
C -2.936 -5.319 -0.146 -1.38
O -2.937 -3.889 0.066 0.89
C -3.080 -3.107 -1.113 -1.39
N -3.960 -6.267 1.838 -0.63
H -2.013 -7.855 2.076 0.45
H -0.932 -7.139 0.880 0.28
H -2.458 -7.970 0.368 0.35
H -2.147 -5.397 1.902 -0.45
H -3.795 -5.698 -0.699 0.51
H -2.137 -5.541 -0.854 0.45
H -3.341 -2.090 -0.819 0.18
H -3.777 -3.582 -1.803 0.61
H -2.172 -3.028 -1.711 0.33
H -4.022 -6.820 2.681 0.28
H -4.320 -5.353 2.075 0.14
C 3.490 3.706 -3.463 -1.01
C 2.921 4.641 -2.376 0.61
C 1.370 4.576 -2.172 0.25
O 0.845 5.758 -1.613 -0.50
C -0.526 5.701 -1.367 -0.27
N 3.689 4.435 -1.175 -0.04
H 3.234 2.653 -3.350 -0.20
H 4.573 3.804 -3.540 0.23
H 3.150 3.952 -4.469 0.46
H 3.175 5.657 -2.679 0.17
H 1.135 3.677 -1.603 -0.45
H 0.847 4.445 -3.119 0.31
H -0.889 6.513 -0.737 0.33
H -0.793 4.766 -0.875 -0.27
H -1.023 5.788 -2.334 0.37
H 4.667 4.672 -1.260 -0.25
H 3.337 4.988 -0.406 0.29
C -2.251 0.308 0.866 -0.50
C -0.916 0.529 0.136 2.17
C 0.240 -0.216 0.756 -0.56
O 1.396 -0.047 -0.040 0.99
C 2.155 1.192 0.221 0.95
N -1.116 0.182 -1.244 0.70
H -2.840 -0.576 0.618 -0.45
H -2.863 1.182 0.642 -0.65
H -2.032 0.422 1.928 0.11
H -0.751 1.604 0.211 -0.86
H -0.049 -1.265 0.817 -0.72
H 0.350 0.108 1.790 0.34
H 1.506 2.058 0.092 -1.01
H 3.049 1.341 -0.385 -0.01
H 2.466 1.224 1.265 -0.58
H -0.192 0.366 -1.608 -0.06
H -1.285 -0.811 -1.324 -0.24
C -6.148 -2.145 0.178 -1.38
C -6.490 -3.096 1.368 0.69
C -7.324 -4.315 0.900 -0.94
O -8.619 -3.875 0.450 -0.38
C -9.233 -4.964 -0.236 -0.75
N -5.228 -3.517 1.970 0.15
H -7.022 -1.697 -0.293 0.48
H -5.753 -2.716 -0.662 0.38
H -5.464 -1.337 0.440 0.09
H -7.147 -2.648 2.114 0.29
H -7.411 -5.039 1.711 0.47
H -6.757 -4.744 0.074 0.30
H -10.222 -4.734 -0.633 0.26
H -9.361 -5.811 0.438 0.30
H -8.566 -5.260 -1.046 0.31
H -4.529 -3.482 1.241 -0.17
H -4.794 -3.029 2.741 -0.25
C 4.795 -1.885 6.750 -1.59
C 5.176 -1.475 5.268 1.06
C 4.235 -0.474 4.542 0.02
O 2.946 -0.863 4.666 -0.48
C 2.383 -1.602 3.569 -0.09
N 6.579 -0.988 5.218 -0.73
H 4.505 -1.025 7.353 0.35
H 5.636 -2.375 7.240 0.43
H 3.918 -2.530 6.793 0.30
H 5.149 -2.367 4.641 -0.19
H 4.577 -0.171 3.552 -0.16
H 4.313 0.418 5.163 0.37
H 2.285 -1.026 2.648 -0.09
H 1.419 -1.921 3.965 0.15
H 2.835 -2.579 3.398 0.15
H 6.618 -0.172 5.812 0.34
H 6.676 -0.636 4.276 0.03
C -4.274 4.798 1.851 -1.00
C -5.266 4.538 0.718 0.47
C -4.744 3.565 -0.404 -0.91
O -3.379 3.845 -0.849 -0.06
C -2.982 3.232 -2.022 -0.68
N -6.545 4.017 1.309 -0.60
H -4.143 3.882 2.426 -0.02
H -4.459 5.583 2.585 0.50
H -3.261 4.944 1.476 0.08
H -5.544 5.513 0.319 0.34
H -5.417 3.563 -1.262 0.51
H -4.866 2.541 -0.049 0.26
H -3.262 3.730 -2.950 0.35
H -3.477 2.264 -2.102 0.45
H -1.903 3.080 -2.012 -0.10
H -7.182 3.807 0.554 0.20
H -7.113 4.719 1.760 0.25
C 0.139 1.623 -8.981 -1.51
C 1.354 1.469 -8.053 -0.13
C 1.154 1.935 -6.576 0.05
O 0.111 1.204 -5.959 -0.43
C 0.178 1.431 -4.558 0.63
N 1.699 0.029 -7.983 -0.76
H -0.174 2.660 -9.102 0.38
H -0.710 1.082 -8.564 0.11
H 0.378 1.149 -9.933 0.43
H 2.263 1.880 -8.493 0.58
H 0.900 2.995 -6.552 0.67
H 2.164 1.888 -6.168 -0.21
H 0.008 2.472 -4.284 0.68
H 1.112 1.106 -4.099 -0.64
H -0.568 0.854 -4.013 -0.62
H 2.555 0.084 -7.450 0.82
H 0.992 -0.318 -7.351 0.07
C -3.101 -2.238 -8.310 -1.03
C -2.456 -2.893 -7.052 -0.14
O -2.970 -2.375 -5.851 -0.39
C -2.394 -1.089 -5.468 0.56
C -3.091 -0.762 -4.124 -0.70
H -3.398 -3.036 -8.991 0.36
H -3.961 -1.658 -7.977 0.27
H -2.325 -1.607 -8.742 0.24
H -2.738 -3.945 -6.999 0.33
H -1.375 -2.755 -7.080 0.16
H -1.308 -1.002 -5.501 -0.39
H -2.666 -0.288 -6.156 0.27
H -2.659 -1.374 -3.332 -0.15
H -4.178 -0.829 -4.163 0.51
H -2.836 0.265 -3.865 0.13
C 6.495 6.208 -2.443 -0.93
C 7.429 5.819 -1.315 -0.43
O 6.829 4.707 -0.757 -0.38
C 6.757 4.749 0.658 -0.96
C 6.099 3.413 1.028 -0.28
H 6.940 6.985 -3.064 0.47
H 6.244 5.368 -3.091 0.12
H 5.515 6.555 -2.114 0.24
H 8.339 5.451 -1.788 0.23
H 7.685 6.603 -0.601 0.43
H 7.743 4.908 1.094 0.51
H 6.219 5.622 1.027 0.42
H 5.152 3.185 0.539 -0.17
H 5.872 3.335 2.091 0.50
H 6.631 2.559 0.610 0.11
C -1.776 -2.512 3.232 0.52
C -2.588 -3.092 4.326 -1.20
O -3.857 -2.436 4.386 0.03
C -4.569 -2.972 5.487 -0.61
C -5.950 -2.306 5.497 -0.64
H -1.572 -1.483 3.529 0.35
H -0.878 -3.106 3.067 0.10
H -2.322 -2.448 2.291 -0.75
H -2.824 -4.145 4.171 0.26
H -2.082 -3.070 5.291 0.60
H -4.636 -4.060 5.467 0.36
H -4.121 -2.687 6.439 0.47
H -6.571 -2.915 6.154 0.46
H -6.393 -2.302 4.501 -0.03
H -5.920 -1.284 5.875 0.10
C 0.726 -4.298 0.505 -1.39
C 2.095 -3.704 0.575 1.34
O 2.991 -4.440 1.379 -0.48
C 4.342 -4.207 1.170 0.41
C 5.045 -4.796 2.375 -1.34
H 0.292 -4.457 1.492 0.22
H 0.029 -3.649 -0.024 0.04
H 0.732 -5.273 0.017 0.57
H 2.428 -3.655 -0.461 0.19
H 2.080 -2.721 1.046 -0.72
H 4.788 -4.557 0.239 0.45
H 4.408 -3.119 1.198 -0.24
H 4.966 -5.883 2.360 0.41
H 4.515 -4.349 3.216 0.20
H 6.110 -4.567 2.358 0.36
```

- E_HOMO (eV) = -8.6
- multiplicity = 1
- electronic energy (hartree) = -4113.12421
- orbital gap (Eh) = 0.333
- LUMO (eV) = 0.45
- net charge = 0